[1]
{"formula": "C40H114N6O14", "method": "wB97M-V/def2-TZVPD", "elements": ["C", "C", "C", "O", "C", "N", "H", "H", "H", "H", "H", "H", "H", "H", "H", "H", "H", "C", "C", "C", "O", "C", "N", "H", "H", "H", "H", "H", "H", "H", "H", "H", "H", "H", "C", "C", "C", "O", "C", "N", "H", "H", "H", "H", "H", "H", "H", "H", "H", "H", "H", "C", "C", "C", "O", "C", "N", "H", "H", "H", "H", "H", "H", "H", "H", "H", "H", "H", "C", "C", "C", "O", "C", "N", "H", "H", "H", "H", "H", "H", "H", "H", "H", "H", "H", "C", "C", "C", "O", "C", "N", "H", "H", "H", "H", "H", "H", "H", "H", "H", "H", "H", "C", "C", "O", "H", "H", "H", "H", "H", "H", "C", "C", "O", "H", "H", "H", "H", "H", "H", "C", "C", "O", "H", "H", "H", "H", "H", "H", "C", "C", "O", "H", "H", "H", "H", "H", "H", "C", "C", "O", "H", "H", "H", "H", "H", "H", "C", "C", "O", "H", "H", "H", "H", "H", "H", "C", "C", "O", "H", "H", "H", "H", "H", "H", "C", "C", "O", "H", "H", "H", "H", "H", "H"], "xyz": [[4.338, -5.089, 2.598], [2.807, -5.049, 2.804], [2.071, -4.162, 1.804], [0.878, -3.615, 2.342], [-0.186, -4.517, 2.528], [2.215, -6.382, 2.884], [4.552, -5.226, 1.536], [4.778, -5.885, 3.195], [4.795, -4.164, 2.954], [2.656, -4.613, 3.798], [1.783, -4.779, 0.936], [2.678, -3.340, 1.435], [0.010, -5.248, 3.311], [-0.460, -5.015, 1.592], [-1.053, -3.945, 2.873], [2.686, -6.958, 3.569], [2.257, -6.883, 2.002], [-4.743, -0.940, -6.759], [-3.364, -0.818, -7.374], [-2.377, -1.751, -6.674], [-2.249, -1.496, -5.291], [-1.642, -0.248, -5.015], [-3.379, -1.135, -8.819], [-4.664, -1.000, -5.673], [-5.150, -1.918, -7.041], [-5.456, -0.187, -7.087], [-2.956, 0.197, -7.265], [-1.419, -1.777, -7.209], [-2.765, -2.774, -6.669], [-0.729, -0.088, -5.592], [-1.353, -0.296, -3.966], [-2.309, 0.600, -5.171], [-2.454, -0.842, -9.160], [-3.921, -0.419, -9.311], [-2.163, -3.230, -0.488], [-3.675, -3.239, -0.367], [-4.342, -4.241, -1.297], [-4.228, -3.741, -2.617], [-4.903, -4.532, -3.571], [-4.018, -3.450, 1.055], [-1.754, -2.938, -1.453], [-1.788, -4.235, -0.257], [-1.711, -2.589, 0.271], [-4.113, -2.275, -0.644], [-5.395, -4.427, -1.045], [-3.846, -5.224, -1.234], [-4.520, -5.555, -3.569], [-4.666, -4.101, -4.546], [-5.993, -4.491, -3.495], [-3.600, -4.332, 1.358], [-5.018, -3.607, 1.160], [-2.473, 8.242, 0.030], [-3.469, 7.649, 1.050], [-2.833, 6.471, 1.767], [-2.257, 5.627, 0.806], [-1.734, 4.445, 1.362], [-3.952, 8.669, 1.985], [-2.847, 9.166, -0.408], [-2.264, 7.503, -0.751], [-1.480, 8.456, 0.441], [-4.313, 7.257, 0.477], [-3.578, 5.878, 2.316], [-2.139, 6.859, 2.530], [-0.741, 4.625, 1.792], [-1.556, 3.731, 0.554], [-2.422, 3.983, 2.075], [-4.276, 9.458, 1.439], [-3.174, 9.039, 2.527], [1.049, -1.704, 5.593], [-0.333, -1.553, 4.983], [-1.213, -0.649, 5.850], [-1.627, -1.370, 6.977], [-2.471, -0.620, 7.816], [-0.260, -1.101, 3.603], [1.015, -2.321, 6.496], [1.421, -0.734, 5.946], [1.815, -2.141, 4.951], [-0.830, -2.536, 5.047], [-2.056, -0.282, 5.246], [-0.618, 0.229, 6.154], [-3.454, -0.484, 7.354], [-2.019, 0.341, 8.078], [-2.608, -1.186, 8.736], [0.184, -1.837, 3.058], [-1.184, -0.979, 3.170], [5.518, 4.012, 1.696], [5.511, 4.273, 0.198], [4.500, 3.351, -0.508], [4.613, 1.996, -0.126], [3.689, 1.185, -0.815], [5.184, 5.676, -0.043], [4.615, 4.374, 2.188], [6.413, 4.420, 2.165], [5.539, 2.937, 1.892], [6.475, 3.974, -0.221], [4.627, 3.453, -1.600], [3.463, 3.668, -0.291], [3.727, 0.224, -0.309], [3.981, 1.090, -1.868], [2.652, 1.543, -0.818], [4.296, 5.850, 0.424], [4.995, 5.835, -1.031], [3.879, -1.173, 2.635], [4.214, -0.063, 3.623], [5.593, 0.279, 3.508], [2.794, -1.326, 2.613], [4.329, -2.132, 2.905], [4.194, -0.987, 1.610], [3.929, -0.415, 4.615], [3.624, 0.811, 3.341], [6.023, 0.209, 4.362], [2.247, 3.078, 2.795], [1.257, 2.170, 3.510], [0.426, 1.531, 2.552], [3.028, 2.458, 2.351], [2.638, 3.837, 3.468], [1.754, 3.553, 1.943], [0.599, 2.751, 4.171], [1.793, 1.427, 4.110], [-0.062, 0.801, 2.995], [1.920, -1.290, -4.081], [3.414, -1.155, -4.244], [3.696, -0.165, -5.241], [1.633, -2.312, -3.833], [1.425, -1.125, -5.042], [1.531, -0.563, -3.370], [3.871, -2.102, -4.550], [3.912, -0.872, -3.310], [4.640, -0.186, -5.416], [-3.107, 1.251, 2.496], [-3.828, -0.018, 2.093], [-2.834, -1.078, 2.120], [-3.742, 2.117, 2.315], [-2.241, 1.391, 1.846], [-2.762, 1.122, 3.521], [-4.071, 0.018, 1.024], [-4.665, -0.257, 2.750], [-3.228, -1.889, 1.706], [4.977, -3.791, -1.283], [4.914, -2.531, -0.444], [5.790, -1.593, -1.054], [4.271, -4.535, -0.904], [5.995, -4.171, -1.346], [4.670, -3.587, -2.309], [5.218, -2.748, 0.584], [3.868, -2.199, -0.387], [5.998, -0.901, -0.413], [0.744, -0.679, -0.202], [-0.514, 0.152, -0.375], [-0.220, 1.535, -0.173], [1.277, -0.505, 0.733], [1.438, -0.523, -1.030], [0.502, -1.751, -0.207], [-1.284, -0.103, 0.362], [-0.933, 0.032, -1.374], [-0.170, 1.689, 0.784], [-3.893, 1.047, -2.323], [-3.794, -0.391, -2.778], [-5.066, -1.007, -2.916], [-4.110, 1.117, -1.255], [-4.721, 1.504, -2.869], [-2.977, 1.582, -2.557], [-3.064, -0.989, -2.213], [-3.267, -0.378, -3.755], [-4.876, -1.947, -3.100], [-0.641, 3.286, -2.971], [0.546, 2.681, -3.698], [0.126, 2.435, -5.029], [-0.852, 4.292, -3.344], [-0.447, 3.420, -1.907], [-1.545, 2.693, -3.102], [0.836, 1.755, -3.193], [1.338, 3.435, -3.659], [0.806, 1.955, -5.513]], "orbital_gap_ev": 9.612, "spin_multiplicity": 1, "e_above_lowest_ev": 1.1099, "lumo_energy_ev": 0.5, "homo_energy_ev": -9.15, "energy_ev": -80929.9140}

---

[2]
{"formula": "C40H115AsF6N17O13", "method": "wB97M-V/def2-TZVPD", "elements": ["As", "F", "F", "F", "F", "F", "F", "C", "O", "N", "N", "H", "H", "H", "H", "C", "O", "N", "N", "H", "H", "H", "H", "C", "O", "N", "N", "H", "H", "H", "H", "C", "O", "N", "N", "H", "H", "H", "H", "C", "C", "C", "O", "C", "N", "H", "H", "H", "H", "H", "H", "H", "H", "H", "H", "H", "C", "C", "C", "O", "C", "N", "H", "H", "H", "H", "H", "H", "H", "H", "H", "H", "H", "C", "C", "C", "O", "C", "N", "H", "H", "H", "H", "H", "H", "H", "H", "H", "H", "H", "C", "C", "C", "O", "C", "N", "H", "H", "H", "H", "H", "H", "H", "H", "H", "H", "H", "C", "C", "C", "O", "C", "N", "H", "H", "H", "H", "H", "H", "H", "H", "H", "H", "H", "C", "C", "C", "O", "C", "N", "H", "H", "H", "H", "H", "H", "H", "H", "H", "H", "H", "C", "C", "C", "O", "C", "N", "H", "H", "H", "H", "H", "H", "H", "H", "H", "H", "H", "C", "C", "C", "O", "C", "N", "H", "H", "H", "H", "H", "H", "H", "H", "H", "H", "H", "C", "C", "C", "O", "C", "N", "H", "H", "H", "H", "H", "H", "H", "H", "H", "H", "H"], "xyz": [[-5.117, 29.615, -0.704], [-5.065, 31.327, -0.990], [-4.600, 29.341, -2.414], [-5.272, 27.793, -0.501], [-5.696, 29.817, 0.970], [-6.803, 29.736, -1.376], [-3.345, 29.615, -0.127], [-8.018, 33.649, -1.765], [-9.225, 33.388, -1.933], [-7.032, 33.000, -2.181], [-7.531, 34.594, -0.973], [-6.128, 33.226, -1.790], [-7.058, 32.302, -2.911], [-8.198, 35.209, -0.530], [-6.528, 34.673, -0.895], [-6.049, 31.332, -5.172], [-7.096, 31.444, -4.572], [-4.962, 30.827, -4.621], [-5.908, 31.553, -6.422], [-4.126, 30.685, -5.169], [-5.031, 30.421, -3.698], [-4.970, 31.640, -6.786], [-6.740, 31.784, -6.947], [-9.483, 32.162, 1.031], [-10.486, 31.690, 0.418], [-8.307, 31.646, 1.083], [-9.603, 33.265, 1.614], [-7.598, 32.009, 1.705], [-8.155, 30.930, 0.387], [-8.927, 33.539, 2.313], [-10.430, 33.794, 1.375], [-5.747, 30.937, 4.804], [-6.230, 31.497, 5.756], [-6.480, 30.650, 3.798], [-4.496, 30.481, 4.663], [-7.411, 31.038, 3.853], [-6.215, 30.133, 2.973], [-3.910, 30.486, 5.486], [-4.166, 30.003, 3.837], [-4.109, 34.281, -3.008], [-3.979, 34.970, -1.652], [-4.334, 36.496, -1.689], [-3.512, 37.240, -2.542], [-4.001, 38.596, -2.911], [-4.770, 34.307, -0.671], [-3.160, 34.562, -3.464], [-4.928, 34.740, -3.562], [-4.375, 33.224, -2.974], [-2.973, 34.810, -1.264], [-4.415, 36.981, -0.716], [-5.338, 36.424, -2.108], [-4.265, 39.185, -2.033], [-4.867, 38.605, -3.573], [-3.143, 39.139, -3.306], [-4.695, 33.308, -0.793], [-4.512, 34.561, 0.271], [-5.296, 25.268, 6.504], [-4.731, 25.938, 5.215], [-5.041, 25.097, 3.998], [-4.281, 25.627, 2.975], [-4.536, 25.227, 1.652], [-5.332, 27.273, 5.159], [-4.826, 25.679, 7.397], [-5.048, 24.222, 6.688], [-6.381, 25.320, 6.597], [-3.650, 26.063, 5.285], [-6.106, 25.144, 3.771], [-4.747, 24.052, 4.098], [-4.091, 24.280, 1.348], [-4.142, 26.001, 0.993], [-5.601, 25.132, 1.442], [-4.894, 27.851, 4.456], [-6.311, 27.218, 4.915], [-8.744, 28.449, -4.111], [-9.723, 29.185, -3.295], [-10.094, 28.585, -1.976], [-10.945, 29.498, -1.260], [-11.534, 28.891, -0.134], [-9.091, 30.420, -2.917], [-7.910, 28.173, -3.467], [-8.370, 29.117, -4.887], [-9.209, 27.593, -4.599], [-10.611, 29.428, -3.878], [-9.245, 28.284, -1.363], [-10.644, 27.697, -2.286], [-10.783, 28.545, 0.576], [-12.251, 28.094, -0.334], [-12.220, 29.460, 0.493], [-8.521, 30.736, -3.688], [-8.359, 30.129, -2.285], [2.518, 28.447, -2.200], [1.405, 27.880, -3.021], [0.358, 28.867, -3.511], [-0.359, 29.309, -2.343], [-1.205, 30.391, -2.627], [1.995, 27.063, -4.047], [3.270, 29.048, -2.710], [3.080, 27.668, -1.685], [2.099, 29.088, -1.424], [0.816, 27.226, -2.380], [-0.274, 28.418, -4.277], [0.858, 29.655, -4.073], [-2.012, 30.177, -3.328], [-0.636, 31.169, -3.138], [-1.757, 30.839, -1.801], [2.612, 26.420, -3.571], [1.264, 26.682, -4.630], [-7.885, 24.731, -0.536], [-6.820, 24.403, -1.566], [-7.299, 23.436, -2.613], [-7.734, 22.288, -2.001], [-8.193, 21.285, -2.892], [-6.368, 25.582, -2.212], [-7.455, 25.238, 0.328], [-8.209, 23.851, 0.021], [-8.773, 25.308, -0.792], [-5.981, 23.929, -1.058], [-6.454, 23.204, -3.261], [-8.142, 23.854, -3.162], [-8.544, 20.400, -2.362], [-7.362, 21.057, -3.561], [-8.951, 21.706, -3.552], [-7.199, 25.876, -2.704], [-6.164, 26.302, -1.534], [-8.148, 27.809, 2.283], [-9.050, 27.505, 3.574], [-9.241, 26.077, 3.816], [-10.101, 25.521, 2.828], [-10.698, 24.306, 3.166], [-8.319, 28.031, 4.718], [-8.737, 27.515, 1.414], [-7.222, 27.234, 2.268], [-7.875, 28.856, 2.153], [-10.063, 27.902, 3.627], [-9.763, 25.965, 4.767], [-8.300, 25.542, 3.945], [-11.265, 23.824, 2.369], [-11.433, 24.431, 3.961], [-9.998, 23.541, 3.501], [-7.935, 28.945, 4.529], [-8.989, 28.187, 5.458], [0.441, 34.215, -0.784], [-0.266, 34.177, 0.574], [-1.248, 32.988, 0.574], [-2.110, 33.170, 1.740], [-2.996, 32.113, 2.050], [0.621, 34.051, 1.725], [1.093, 35.072, -0.953], [-0.237, 34.230, -1.637], [1.182, 33.422, -0.874], [-0.875, 35.079, 0.633], [-0.798, 31.997, 0.630], [-1.829, 33.026, -0.348], [-2.416, 31.206, 2.222], [-3.745, 31.920, 1.282], [-3.669, 32.325, 2.881], [-0.020, 33.934, 2.497], [1.021, 33.123, 1.712], [-1.656, 27.840, 4.100], [-2.001, 28.361, 2.697], [-1.385, 27.477, 1.596], [0.025, 27.525, 1.460], [0.486, 28.717, 0.790], [-3.444, 28.379, 2.621], [-1.992, 26.810, 4.218], [-2.117, 28.540, 4.797], [-0.575, 27.755, 4.211], [-1.608, 29.374, 2.603], [-1.826, 27.698, 0.624], [-1.662, 26.463, 1.886], [1.567, 28.661, 0.662], [0.338, 29.620, 1.383], [0.038, 28.977, -0.169], [-3.740, 27.414, 2.665], [-3.658, 28.748, 1.706], [-3.015, 26.050, -1.930], [-3.074, 25.926, -3.435], [-3.178, 24.439, -3.891], [-2.186, 23.616, -3.248], [-1.628, 22.510, -3.896], [-4.145, 26.733, -3.904], [-2.129, 25.544, -1.548], [-3.888, 25.669, -1.400], [-2.874, 27.069, -1.569], [-2.157, 26.314, -3.878], [-3.014, 24.347, -4.965], [-4.164, 24.086, -3.591], [-1.125, 22.812, -4.816], [-2.498, 21.857, -3.951], [-0.956, 22.063, -3.164], [-4.955, 26.379, -3.415], [-4.118, 27.651, -3.484]], "total_charge": -2, "orbital_gap_ev": [3.388, 6.464], "spin_multiplicity": 2, "lumo_energy_ev": [3.7, 3.7], "homo_energy_ev": [0.29, -2.78], "energy_ev": -172438.2275}